(P)
ORCA calculation (ωB97M-V/def2-TZVPD) on an isolated ion of composition C4H11N2 and charge +1.

Structure (XYZ):
```
17
C4H11N2 | the Open Molecules 2025 dataset | ωB97M-V/def2-TZVPD
C 0.2819 -2.1356 0.4063
N -0.5432 -1.1600 -0.3779
C -0.5600 0.1786 0.1761
C -1.0285 1.4829 -0.4205
C 0.4500 1.3213 -0.3591
N 1.3045 1.8566 0.6684
H -0.2165 -2.2755 1.3640
H 0.1352 -3.0822 -0.0618
H 1.3350 -1.9395 0.3965
H -1.5692 -1.4975 -0.1584
H -0.3847 -1.1566 -1.3532
H -0.6457 0.1252 1.2869
H -1.5195 2.2160 0.2056
H -1.4136 1.5043 -1.3348
H 0.8679 1.0341 -1.3869
H 1.7836 2.6283 0.2157
H 0.7614 1.8697 1.5538
```

The value obtained for the orbital gap is 9.37 eV. As for the HOMO energy: -12.83 eV. As for the total charge: +1. As for the SMILES: C[NH2+][C@@H]1C[C@H]1N.

Which charges does Mulliken predict for the atoms? In e, they are:
1 C -0.948
2 N -0.085
3 C -0.433
4 C -0.724
5 C -0.012
6 N -0.498
7 H 0.376
8 H 0.409
9 H 0.340
10 H 0.433
11 H 0.395
12 H 0.378
13 H 0.236
14 H 0.318
15 H 0.305
16 H 0.259
17 H 0.251

=====

(Q)
ORCA calculation (ωB97M-V/def2-TZVPD) on C4H11N2 as an isolated structure.

Structure (XYZ):
```
17
C4H11N2 | the Open Molecules 2025 dataset | ωB97M-V/def2-TZVPD
C 1.2173 -0.2562 -0.1316
C -1.1262 1.4230 0.0846
C -1.6226 -1.0486 0.2690
C -0.6183 0.0848 0.5386
N 1.6752 -1.3070 -0.6648
N 1.8538 0.8403 -0.0847
H -1.3445 1.4316 -0.9448
H -0.2833 2.1824 0.2753
H -2.0415 1.5679 0.6138
H -1.5290 -1.9465 0.9509
H -1.2966 -1.5062 -0.7249
H -2.6806 -0.6973 0.1897
H -0.4088 0.1335 1.5675
H 1.3925 -2.3057 -0.6333
H 2.6857 -1.2280 -0.8907
H 1.3014 1.6752 -0.0374
H 2.8256 0.9567 -0.3771
```

The value obtained for the orbital gap is 12.17 eV. As for the HOMO energy: -15.42 eV. As for the total charge: +1.

Which charges does Mulliken predict for the atoms? In e, they are:
1 C 0.460
2 C -1.454
3 C -1.090
4 C 0.329
5 N -0.315
6 N -0.223
7 H 0.367
8 H 0.394
9 H 0.421
10 H 0.319
11 H 0.279
12 H 0.338
13 H 0.352
14 H 0.286
15 H 0.235
16 H 0.049
17 H 0.254

=====

Which of them is the least stable? Correct choice: (P).